# C32H46BrF4N8O3W

A structure of composition C32H46BrF4N8O3W (the ωB97M-V functional and the def2-TZVPD basis, the OMol25 dataset).

## Properties
calculated total energy	-134726.8864	eV
HOMO energy	-9.787	eV
frontier orbital gap	5.936	eV

```
! wB97M-V def2-TZVPD RIJCOSX def2/J DEFGRID3
* xyz 1 1
W 1.32 0.83 0.01
C -3.34 -3.07 1.49
C -2.50 -3.31 0.24
N -1.08 -3.12 0.44
C -0.49 -3.89 1.52
C -0.60 -5.41 1.38
C -0.35 -3.16 -0.82
C -0.30 -1.80 -1.54
N 0.86 -0.99 -1.21
C 1.98 -0.91 -1.99
C 2.78 0.07 -1.42
F 2.94 0.83 1.05
C 3.91 0.49 -2.06
F 4.64 1.49 -1.54
C 4.36 -0.11 -3.23
C 3.57 -1.12 -3.75
F 3.95 -1.72 -4.88
C 2.38 -1.53 -3.16
F 1.65 -2.51 -3.75
H -4.39 -2.92 1.22
H -3.00 -2.19 2.03
H -3.31 -3.92 2.17
H -2.82 -2.62 -0.54
H -2.72 -4.32 -0.14
H -0.95 -3.58 2.46
H 0.57 -3.61 1.57
H -1.64 -5.74 1.40
H -0.07 -5.91 2.19
H -0.16 -5.75 0.44
H -0.80 -3.89 -1.51
H 0.68 -3.48 -0.64
H -1.20 -1.26 -1.26
H -0.33 -1.96 -2.62
H 5.27 0.20 -3.72
C -3.91 1.86 0.15
N -3.02 1.70 -0.99
C -3.68 1.94 -2.27
C -2.56 1.83 -3.28
N -1.47 1.27 -2.50
C -0.29 0.94 -3.28
C -1.74 1.24 -1.17
N -0.89 0.79 -0.25
C -1.45 0.55 1.09
C -0.53 -0.16 2.09
N 0.75 -0.63 1.55
C 1.58 -1.17 2.44
N 2.69 -1.83 2.07
C 3.19 -2.04 0.73
C 3.59 -2.04 3.20
C 2.64 -1.91 4.38
N 1.49 -1.19 3.82
C 0.32 -1.19 4.70
H -4.58 2.69 -0.09
H -3.40 2.14 1.06
H -4.51 0.97 0.32
H -4.14 2.93 -2.26
H -4.47 1.20 -2.43
H -2.27 2.81 -3.69
H -2.80 1.17 -4.11
H -0.04 1.78 -3.92
H -0.49 0.07 -3.91
H 0.56 0.71 -2.65
H -2.37 -0.03 0.99
H -1.69 1.50 1.57
H -0.34 0.56 2.88
H -1.08 -1.01 2.50
H 3.91 -1.28 0.44
H 2.35 -2.04 0.04
H 3.67 -3.02 0.70
H 4.38 -1.28 3.20
H 4.05 -3.02 3.13
H 3.07 -1.33 5.20
H 2.33 -2.88 4.76
H 0.70 -1.35 5.71
H -0.36 -2.01 4.47
H -0.22 -0.26 4.71
C 1.62 2.90 2.23
O 0.87 2.05 1.36
H 2.10 2.30 3.00
H 0.92 3.60 2.70
H 2.38 3.45 1.68
Br -2.15 5.25 1.51
C -1.44 5.16 -0.25
C -1.91 6.03 -1.23
C -1.35 5.99 -2.50
C -0.34 5.08 -2.79
C 0.09 4.20 -1.80
C -0.46 4.24 -0.53
C 1.12 3.19 -2.16
O 1.77 3.19 -3.17
O 1.33 2.25 -1.18
H -2.70 6.74 -1.00
H -1.69 6.68 -3.26
H 0.13 5.05 -3.76
H -0.10 3.56 0.24
*
```